C14H19NO7S in the gas phase at a distorted geometry, computed with ωB97M-V/def2-TZVPD.

- E_HOMO: -8.835 eV
- Energy above the lowest of the compared OMol25 structures with the same formula, charge and spin: 0.00 kJ/mol
- Kohn-Sham gap: 0.3124 hartree
- Charge: 0
- Structure (SMILES): COc1cc(/C=C/C(=O)O)cc(S(=O)(=O)NCCCO)c1OC
- LUMO: -0.33 eV
- Multiplicity: 1
- F_max: 1.14 eV/Å
- Calculated total energy: -1524.45170 a.u.

Each line ends with the natural charge from an NBO analysis.
Atoms and positions in Å:
1 C -4.375 -0.301 0.815  -0.240
2 O -3.326 -0.266 1.761  -0.488
3 C -2.029 -0.423 1.410  0.253
4 C -1.146 -0.364 2.489  -0.179
5 C 0.232 -0.476 2.340  -0.087
6 C 1.080 -0.413 3.513  -0.095
7 C 2.414 -0.522 3.546  -0.317
8 C 3.133 -0.437 4.824  0.753
9 O 2.631 -0.269 5.908  -0.599
10 O 4.459 -0.570 4.659  -0.680
11 C 0.732 -0.629 1.044  -0.173
12 C -0.127 -0.696 -0.028  -0.382
13 S 0.685 -0.854 -1.624  2.310
14 O 2.044 -0.396 -1.456  -0.974
15 O 0.534 -2.183 -2.140  -0.935
16 N -0.186 0.149 -2.629  -0.857
17 C -0.242 1.555 -2.278  -0.231
18 C 1.103 2.291 -2.301  -0.458
19 C 1.808 2.194 -3.656  -0.061
20 O 2.131 0.875 -4.027  -0.744
21 C -1.515 -0.620 0.110  0.306
22 O -2.353 -0.642 -0.972  -0.537
23 C -2.470 -1.872 -1.679  -0.266
24 H -4.236 0.440 0.027  0.192
25 H -5.272 -0.066 1.388  0.193
26 H -4.485 -1.292 0.369  0.176
27 H -1.581 -0.230 3.467  0.230
28 H 0.572 -0.265 4.458  0.229
29 H 3.028 -0.675 2.673  0.219
30 H 4.910 -0.513 5.515  0.499
31 H 1.788 -0.681 0.842  0.246
32 H 0.149 0.008 -3.575  0.428
33 H -0.938 2.027 -2.978  0.210
34 H -0.674 1.614 -1.275  0.208
35 H 1.756 1.868 -1.536  0.225
36 H 0.929 3.342 -2.067  0.217
37 H 2.720 2.810 -3.625  0.166
38 H 1.163 2.578 -4.453  0.169
39 H 2.520 0.427 -3.258  0.491
40 H -3.085 -1.646 -2.546  0.197
41 H -2.974 -2.620 -1.055  0.168
42 H -1.504 -2.257 -2.000  0.222



C14H20AuCl2N2O2PSe as an isolated structure at a distorted geometry, computed with ωB97M-V/def2-TZVPD.

- E_HOMO (alpha / beta): -13.942 / -14.406 eV
- Energy above the lowest of the compared OMol25 structures with the same formula, charge and spin: 227.88 kJ/mol
- Kohn-Sham gap (alpha / beta): 0.2445 / 0.1775 hartree
- ⟨S²⟩: 2.01
- Charge: +2
- LUMO (alpha / beta): -7.29 / -9.58 eV
- Multiplicity: 3
- F_max: 4.80 eV/Å
- Calculated total energy: -4603.66219 a.u.

Each line ends with the Löwdin spin population.
Atoms and positions in Å:
1 C -4.488 -3.237 -1.592  0.000
2 C -3.185 -2.617 -1.484  -0.002
3 H -4.663 -3.470 -2.675  0.000
4 H -5.299 -2.564 -1.220  0.000
5 H -4.544 -4.187 -0.999  0.000
6 O -2.271 -2.405 -2.167  0.001
7 Cl -3.122 -2.082 0.885  0.040
8 Au -1.238 -1.353 -0.052  0.347
9 P 0.474 -3.071 0.332  0.283
10 C 1.892 -3.211 -0.812  0.042
11 C 1.265 -3.161 1.989  0.041
12 H -1.219 -4.662 0.906  0.000
13 H 0.270 -5.471 0.317  0.009
14 H -0.856 -4.695 -0.839  0.000
15 C -0.424 -4.645 0.161  0.034
16 H 0.488 -3.026 2.733  0.003
17 H 1.772 -4.115 2.103  0.009
18 H 2.400 -4.160 -0.646  0.010
19 H 2.579 -2.390 -0.613  0.000
20 H 1.976 -2.342 2.071  0.000
21 H 1.547 -3.152 -1.842  0.001
22 C -0.232 -1.013 -1.695  0.064
23 O 0.115 -0.840 -2.773  0.004
24 Cl -1.102 -0.956 2.456  0.232
25 C 0.328 2.216 2.214  0.003
26 N 0.304 2.722 0.858  0.024
27 C -0.628 2.438 -0.119  0.070
28 Se -2.136 1.389 -0.017  0.712
29 N -0.263 3.219 -1.179  0.026
30 C 0.816 4.037 -0.883  0.011
31 C 1.348 5.149 -1.535  0.002
32 C 2.304 5.903 -0.829  0.008
33 C 2.684 5.573 0.478  0.009
34 C 2.115 4.466 1.136  0.002
35 C 1.184 3.714 0.420  0.011
36 H 1.294 1.722 2.387  0.001
37 H -0.471 1.483 2.352  0.001
38 H 0.239 3.052 2.925  0.001
39 H -0.791 3.245 -2.058  0.004
40 H 1.009 5.377 -2.550  0.000
41 H 2.763 6.766 -1.303  0.000
42 H 3.420 6.182 0.998  0.000
43 H 2.348 4.175 2.163  0.000



multiplicity of number 2 (C14H20AuCl2N2O2PSe)? 3



The lowest multiplicity belongs to which entry? C14H19NO7S